No. 1
DFT (ωB97M-V/def2-TZVPD) results for a 2-piece molecular cluster, C3H2Cl2O2 overall at a distorted geometry.

The HOMO energy (spin up / spin down) is -7.858 / -7.858 eV. As for the relative energy (zero: lowest compared OMol25 entry of this formula, charge and spin): 4.039 eV.

Geometry (Å):
C1 -0.692 -1.603 0.399
C2 -0.455 0.710 0.499
C3 0.413 0.814 -0.691
O1 -0.041 -2.082 -0.464
O2 -0.925 1.337 1.350
Cl1 0.876 2.439 -1.113
Cl2 1.863 -0.033 0.142
H1 -1.159 -1.737 1.394
H2 0.120 0.156 -1.517

***

No. 2
DFT (ωB97M-V/def2-TZVPD) results for a 2-piece molecular cluster, C3H2Cl2O2 overall at a distorted geometry.

The HOMO energy (spin up / spin down) is -8.865 / -9.241 eV. As for the relative energy (zero: lowest compared OMol25 entry of this formula, charge and spin): 4.450 eV.

Geometry (Å):
C1 0.239 0.314 -1.792
C2 -0.475 0.266 1.979
C3 0.268 -0.307 -0.481
O1 -0.420 0.030 -2.757
O2 -1.117 -0.695 2.204
Cl1 0.205 1.525 2.743
Cl2 -0.816 -1.678 -0.197
H1 1.026 1.104 -1.895
H2 1.091 -0.560 0.195

***

No. 3
DFT (ωB97M-V/def2-TZVPD) results for one molecule with the formula C3H2Cl2OS at a distorted geometry.

As for the SMILES: OC(=S)/C(Cl)=C/Cl. The HOMO energy is -9.188 eV. As for the relative energy (zero: lowest compared OMol25 entry of this formula, charge and spin): 0.000 eV.

Geometry (Å):
O1 -0.493 1.636 -0.694
C1 -0.576 0.335 -1.028
S1 -1.026 -0.127 -2.513
C2 -0.180 -0.603 0.069
Cl1 -1.017 -2.082 0.203
C3 0.849 -0.280 0.858
Cl2 1.473 -1.262 2.113
H1 -0.429 1.745 0.290
H2 1.399 0.638 0.701

***

No. 4
DFT (ωB97M-V/def2-TZVPD) results for a 2-piece molecular cluster, C3H2Cl3N overall at a distorted geometry.

The HOMO energy (spin up / spin down) is -9.764 / -9.178 eV. As for the relative energy (zero: lowest compared OMol25 entry of this formula, charge and spin): 3.186 eV.

Geometry (Å):
C1 -1.648 -0.053 0.510
C2 -1.016 0.654 -0.398
C3 1.499 -0.342 0.078
N1 -2.282 -0.695 1.221
Cl1 1.150 -1.979 -0.258
Cl2 1.938 0.010 1.708
Cl3 2.531 0.529 -1.075
H1 -1.253 1.689 -0.504
H2 -0.920 0.186 -1.282

***

No. 5
DFT (ωB97M-V/def2-TZVPD) results for one molecule with the formula C3H2Cl4S at a distorted geometry.

The HOMO energy (spin up / spin down) is -8.540 / -9.203 eV. The expectation value of S² is 2.01. As for the relative energy (zero: lowest compared OMol25 entry of this formula, charge and spin): 0.000 eV. The multiplicity is 3.

Geometry (Å):
C1 0.038 -1.160 -0.165
C2 -0.364 0.368 -0.475
C3 0.119 1.220 0.613
S1 1.709 -1.531 -0.800
Cl1 0.378 0.837 -2.016
Cl2 -2.200 0.614 -0.415
Cl3 -0.809 1.606 2.011
Cl4 1.756 1.100 0.909
H1 0.041 -1.299 0.908
H2 -0.667 -1.753 -0.568

***

No. 6
DFT (ωB97M-V/def2-TZVPD) results for one molecule with the formula C3H2ClF3 at a distorted geometry.

As for the SMILES: FC/C(F)=C(/F)Cl. The HOMO energy is -9.817 eV. As for the relative energy (zero: lowest compared OMol25 entry of this formula, charge and spin): 0.399 eV.

Geometry (Å):
F1 -2.068 -0.097 1.189
C1 -0.750 -0.131 1.519
C2 -0.036 -0.695 0.369
F2 -0.421 -1.931 0.009
C3 0.532 0.020 -0.603
F3 0.957 -0.556 -1.702
Cl1 0.965 1.646 -0.430
H1 -0.667 -0.754 2.379
H2 -0.426 0.867 1.763

***

No. 7
DFT (ωB97M-V/def2-TZVPD) results for one molecule with the formula C3H2ClF3 at a distorted geometry.

As for the SMILES: FC/C(F)=C(/F)Cl. The HOMO energy is -9.637 eV. As for the relative energy (zero: lowest compared OMol25 entry of this formula, charge and spin): 0.984 eV.

Geometry (Å):
F1 1.232 0.812 -1.315
C1 1.180 0.165 -0.095
C2 -0.180 -0.529 0.066
F2 0.062 -1.824 0.135
C3 -1.449 -0.024 0.304
F3 -2.477 -0.821 0.275
Cl1 -1.763 1.691 0.392
H1 1.352 1.012 0.544
H2 2.043 -0.481 -0.306

***

No. 8
DFT (ωB97M-V/def2-TZVPD) results for one molecule with the formula C3H2ClF3 at a distorted geometry.

The HOMO energy (spin up / spin down) is -5.517 / -12.118 eV. The expectation value of S² is 2.01. As for the relative energy (zero: lowest compared OMol25 entry of this formula, charge and spin): 2.132 eV. The multiplicity is 3.

Geometry (Å):
C1 0.114 -0.578 -0.042
C2 1.341 -0.137 0.112
C3 -1.130 0.350 -0.125
F1 -0.254 -1.846 -0.133
F2 2.453 -0.881 0.201
F3 -1.061 1.181 -1.144
Cl1 1.742 1.553 0.423
H1 -1.973 -0.335 -0.296
H2 -1.233 0.695 1.005

***

No. 9
DFT (ωB97M-V/def2-TZVPD) results for an isolated ion of composition C3H2ClFIO2 and charge -1 at a distorted geometry.

As for the SMILES: O=C([O-])[C@](F)(I)CCl. As for the charge: -1. The HOMO energy is -4.494 eV. As for the relative energy (zero: lowest compared OMol25 entry of this formula, charge and spin): 0.785 eV.

Geometry (Å):
O1 -0.412 1.791 1.082
C1 -0.795 1.312 0.056
O2 -1.728 1.613 -0.635
C2 0.156 0.161 -0.574
F1 1.289 0.570 -1.278
I1 -1.073 -0.761 -2.152
C3 0.653 -1.036 0.496
Cl1 -0.256 -0.893 1.992
H1 1.748 -0.781 0.839
H2 0.418 -1.976 0.175

***

No. 10
DFT (ωB97M-V/def2-TZVPD) results for a 2-piece molecular cluster, C3H2ClNO overall at a distorted geometry.

As for the SMILES: O=C=CCl.C#N. The HOMO energy is -8.858 eV. As for the relative energy (zero: lowest compared OMol25 entry of this formula, charge and spin): 1.686 eV.

Geometry (Å):
O1 2.299 -1.866 -0.432
C1 1.825 -0.935 0.058
C2 1.455 0.260 0.575
Cl1 2.074 1.571 -0.397
H1 0.954 0.506 1.450
C3 -2.896 0.146 -0.413
N1 -2.384 0.280 0.579
H2 -3.326 0.037 -1.420

***

Copy entry 9 word for word.
DFT (ωB97M-V/def2-TZVPD) results for an isolated ion of composition C3H2ClFIO2 and charge -1 at a distorted geometry.

As for the SMILES: O=C([O-])[C@](F)(I)CCl. As for the charge: -1. The HOMO energy is -4.494 eV. As for the relative energy (zero: lowest compared OMol25 entry of this formula, charge and spin): 0.785 eV.

Geometry (Å):
O1 -0.412 1.791 1.082
C1 -0.795 1.312 0.056
O2 -1.728 1.613 -0.635
C2 0.156 0.161 -0.574
F1 1.289 0.570 -1.278
I1 -1.073 -0.761 -2.152
C3 0.653 -1.036 0.496
Cl1 -0.256 -0.893 1.992
H1 1.748 -0.781 0.839
H2 0.418 -1.976 0.175

***

Question: Which formula does entry 5 have?
Answer: C3H2Cl4S